{
  "formula": "C28H57AuGeN2S3Si3",
  "method": "ωB97M-V with the def2-TZVPD basis set",
  "total_energy_ev": -149281.81615,
  "lumo_energy_ev": [-5.47, -5.23],
  "s2": 0.776,
  "multiplicity": 2,
  "de_lowest_kj_mol": 302.2,
  "total_charge": 1,
  "species": ["Au", "C", "C", "S", "C", "C", "S", "C", "C", "S", "H", "H", "H", "H", "H", "H", "H", "H", "H", "H", "H", "H", "N", "C", "H", "C", "Si", "C", "C", "Ge", "Si", "C", "C", "C", "Si", "C", "C", "C", "H", "H", "H", "H", "H", "H", "H", "H", "H", "H", "H", "H", "H", "H", "H", "H", "H", "H", "H", "H", "H", "H", "H", "H", "H", "H", "H", "C", "C", "C", "C", "C", "C", "C", "C", "C", "C", "C", "C", "N", "H", "H", "H", "H", "H", "H", "H", "H", "H", "H", "H", "H", "H", "H", "H", "H", "H"],
  "coordinates": [[0.437, 0.120, 0.243], [4.840, 2.138, -2.362], [5.235, 1.267, -1.164], [3.875, 0.578, -0.176], [3.652, 1.622, 1.272], [3.066, 3.001, 1.042], [1.436, 3.032, 0.236], [1.747, 2.825, -1.547], [2.583, 3.877, -2.259], [4.380, 3.852, -1.979], [4.035, 1.676, -2.935], [5.701, 2.200, -3.029], [5.917, 1.799, -0.499], [5.771, 0.393, -1.535], [4.588, 1.682, 1.831], [2.949, 1.041, 1.873], [3.739, 3.645, 0.485], [2.887, 3.473, 2.011], [0.735, 2.857, -1.961], [2.137, 1.828, -1.730], [2.278, 4.881, -1.960], [2.405, 3.793, -3.333], [1.459, 2.027, 4.365], [0.786, 1.885, 3.430], [1.989, 2.204, 5.194], [-2.847, 2.789, 3.149], [-2.954, 1.047, 2.487], [-4.747, 0.584, 2.231], [-2.219, -0.145, 3.711], [-1.937, 0.978, 0.301], [-2.419, 2.886, -1.070], [-1.918, 2.634, -2.856], [-4.277, 3.007, -0.905], [-1.694, 4.481, -0.434], [-2.874, -0.898, -0.878], [-2.510, -2.449, 0.099], [-4.711, -0.811, -1.191], [-2.100, -1.022, -2.568], [-3.058, 2.805, 4.221], [-3.581, 3.435, 2.659], [-1.854, 3.216, 2.991], [-5.274, 0.713, 3.181], [-4.857, -0.461, 1.933], [-5.241, 1.213, 1.487], [-2.652, 0.045, 4.697], [-1.139, -0.021, 3.782], [-2.440, -1.179, 3.443], [-2.717, 2.154, -3.425], [-1.023, 2.018, -2.959], [-1.724, 3.607, -3.317], [-4.796, 2.060, -1.062], [-4.644, 3.722, -1.648], [-4.543, 3.394, 0.082], [-0.657, 4.620, -0.742], [-1.729, 4.528, 0.656], [-2.272, 5.323, -0.827], [-2.831, -2.344, 1.140], [-1.440, -2.675, 0.105], [-3.036, -3.307, -0.328], [-5.291, -0.612, -0.289], [-5.057, -1.762, -1.603], [-4.943, -0.040, -1.931], [-1.012, -1.049, -2.522], [-2.386, -0.162, -3.179], [-2.445, -1.922, -3.082], [0.048, -2.436, 3.044], [1.385, -3.095, 2.711], [2.564, -2.136, 2.915], [1.330, -3.706, 1.331], [1.300, -5.074, 1.203], [1.251, -5.689, -0.048], [1.232, -4.941, -1.215], [1.241, -3.562, -1.167], [1.295, -2.741, -2.431], [2.749, -2.667, -2.927], [0.373, -3.289, -3.521], [1.283, -2.917, 0.124], [1.413, -1.603, 0.160], [0.051, -2.077, 4.075], [-0.778, -3.139, 2.930], [-0.137, -1.581, 2.391], [1.529, -3.931, 3.397], [2.514, -1.293, 2.223], [3.516, -2.645, 2.764], [2.542, -1.744, 3.933], [1.330, -5.686, 2.096], [1.242, -6.770, -0.106], [1.209, -5.446, -2.170], [0.986, -1.722, -2.182], [3.126, -3.663, -3.165], [3.396, -2.222, -2.170], [2.801, -2.059, -3.832], [0.739, -4.240, -3.910], [0.334, -2.588, -4.356], [-0.640, -3.433, -3.149]],
  "atomic_forces_ev_per_a": [[0.6590, 0.9225, 0.1311], [0.0402, -0.0353, 0.0577], [-0.1097, 0.2876, 0.1005], [0.0378, -0.4768, -0.2931], [0.0257, 0.0336, -0.0387], [-0.1115, -0.0148, 0.1584], [-0.1080, -0.5668, -0.1555], [-0.0394, 0.1101, -0.0489], [0.0837, -0.0033, 0.0900], [-0.0506, -0.0316, 0.0380], [0.0048, -0.0334, 0.0054], [0.0060, 0.0209, -0.0131], [0.0149, 0.0345, -0.0273], [-0.0114, -0.0351, 0.0153], [0.0065, 0.0802, -0.0184], [0.0561, -0.0392, 0.0543], [-0.0082, 0.0021, -0.0708], [-0.0538, 0.0156, -0.0167], [0.0112, 0.0252, 0.0359], [0.0149, -0.0264, 0.0104], [-0.0008, 0.0146, -0.0104], [-0.0220, -0.0269, -0.0015], [0.0046, 0.0791, 0.0927], [0.0092, -0.0807, -0.0536], [-0.0058, -0.0282, 0.0057], [0.0063, 0.1538, -0.0353], [0.1043, 0.1290, 0.0229], [-0.0798, 0.0171, -0.0426], [0.0525, -0.0831, 0.0220], [-0.3180, -0.6697, -0.2222], [0.1907, 0.1025, 0.1586], [-0.0136, -0.0691, -0.1154], [-0.1232, -0.0126, 0.0042], [0.0752, 0.1043, 0.0743], [0.0139, -0.1090, 0.0050], [0.0853, -0.0921, 0.1833], [-0.2697, 0.2002, 0.0786], [0.1430, 0.1097, -0.2010], [-0.0134, -0.0027, -0.0116], [0.0582, 0.0205, -0.0043], [-0.0107, 0.0070, 0.0388], [-0.0064, 0.0107, -0.0162], [0.0019, 0.0254, -0.0001], [-0.0069, -0.0393, 0.0143], [-0.0138, 0.0124, -0.0249], [-0.0065, -0.0152, 0.0581], [0.0541, 0.0072, 0.0087], [0.0289, -0.0124, 0.0056], [-0.0271, 0.0156, -0.0443], [0.0022, -0.0253, -0.0125], [0.0098, 0.0546, 0.0139], [-0.0178, -0.0159, 0.0205], [-0.0337, -0.0401, -0.0088], [-0.0045, 0.0214, 0.0346], [0.0152, 0.0315, -0.0217], [-0.0051, -0.0123, -0.0162], [0.0070, -0.0414, -0.0325], [-0.0109, -0.0080, 0.0221], [0.0210, 0.0061, -0.0077], [-0.0390, 0.0157, -0.0812], [0.0545, -0.0415, -0.0018], [-0.0396, -0.0100, 0.0562], [0.0272, 0.0001, -0.0304], [0.0117, -0.0521, -0.0082], [-0.0130, -0.0046, -0.0056], [0.0832, -0.0071, 0.0864], [0.0280, 0.1022, -0.1036], [-0.1291, -0.0750, -0.0389], [0.0693, 0.2650, 0.0016], [0.0155, -0.1310, -0.2409], [0.0075, -0.0624, 0.0997], [-0.0677, 0.0309, 0.1629], [-0.0203, 0.2203, 0.1807], [0.0852, -0.0520, -0.0139], [-0.0850, 0.1043, 0.0487], [0.0774, 0.0616, 0.0332], [0.0047, -0.7862, -0.2680], [-0.4005, 0.4823, 0.1663], [0.0010, 0.0042, -0.0370], [-0.0006, 0.0151, -0.0061], [-0.0417, -0.0065, 0.0105], [-0.0225, -0.0354, 0.0432], [0.0360, 0.0000, 0.0337], [0.0151, 0.0258, -0.0319], [0.0094, -0.0103, 0.0041], [-0.0025, 0.0000, 0.0098], [-0.0041, 0.0081, -0.0024], [0.0003, 0.0040, -0.0184], [-0.0520, -0.0022, -0.0201], [0.0024, -0.0056, 0.0101], [0.0228, -0.0172, -0.0124], [0.0149, -0.0057, 0.0114], [0.0019, 0.0067, -0.0149], [-0.0100, -0.0158, -0.0037], [-0.0026, -0.0335, -0.0147]],
  "lowdin_charge": [0.6945, -0.5264, -0.5105, 0.8217, -0.5539, -0.5223, 0.8211, -0.5453, -0.5117, 0.8811, 0.0745, 0.0714, 0.0815, 0.0691, 0.0880, 0.0152, 0.0261, 0.0647, 0.0389, 0.0107, 0.0759, 0.0812, 0.1086, -0.0277, 0.0909, -0.2234, 0.2921, -0.2151, -0.2254, 0.5603, 0.2925, -0.2194, -0.2078, -0.2259, 0.2701, -0.2117, -0.2099, -0.2200, 0.0371, 0.0288, 0.0050, 0.0442, 0.0228, 0.0243, 0.0464, -0.0183, 0.0225, 0.0309, 0.0110, 0.0413, 0.0101, 0.0463, 0.0308, -0.0091, 0.0235, 0.0433, 0.0196, 0.0013, 0.0411, 0.0120, 0.0414, 0.0260, -0.0039, 0.0179, 0.0398, -0.0780, -0.3630, -0.0473, -0.1209, -0.0114, -0.0142, -0.0134, -0.1192, -0.3856, -0.0395, -0.0657, -0.2783, 0.0477, 0.0859, 0.0901, 0.0263, 0.1324, 0.0333, 0.0900, 0.0839, 0.1232, 0.1181, 0.1198, 0.0902, 0.0884, 0.0717, 0.0854, 0.0793, 0.0906, 0.0711]
}